Version A
# C21H22As2Cl3NO3Pd

A molecular structure, C21H22As2Cl3NO3Pd (wB97M-V/def2-TZVPD, the Open Molecules 2025 dataset).

XYZ file:
```
53
C21H22As2Cl3NO3Pd (wB97M-V/def2-TZVPD)
Pd 0.336 0.439 -0.892
Cl -0.618 2.126 3.577
C 0.091 3.033 2.277
C 0.427 4.387 2.492
C 0.987 5.133 1.503
Cl 1.387 6.799 1.795
C 1.245 4.557 0.231
C 1.820 5.220 -0.879
C 2.011 4.543 -2.048
C 1.629 3.186 -2.133
N 1.097 2.560 -1.118
C 0.899 3.212 0.054
C 0.315 2.414 1.070
O 0.015 1.144 0.853
H 0.231 4.828 3.460
H 2.101 6.260 -0.786
H 2.450 5.029 -2.908
H 1.760 2.608 -3.041
C -3.264 -0.923 -1.664
As -1.943 -0.371 -0.379
C -2.983 0.481 1.002
C -1.585 -2.070 0.519
C -2.670 -2.921 0.724
C -2.514 -4.159 1.328
C -1.255 -4.555 1.750
C -0.174 -3.710 1.561
C -0.315 -2.469 0.941
As 1.293 -1.381 0.681
C 2.591 -2.765 0.322
C 1.642 -0.974 2.543
H -4.166 -1.286 -1.174
H -2.829 -1.700 -2.288
H -3.515 -0.066 -2.287
H -3.811 -0.172 1.273
H -3.360 1.439 0.646
H -2.336 0.656 1.857
H -3.662 -2.622 0.410
H -3.370 -4.807 1.463
H -1.112 -5.518 2.224
H 0.801 -4.032 1.905
H 2.710 -3.443 1.166
H 3.545 -2.280 0.121
H 2.280 -3.311 -0.567
H 1.727 -1.899 3.111
H 0.823 -0.368 2.922
H 2.567 -0.402 2.625
Cl 2.361 -3.115 -3.999
C 1.071 -1.917 -4.328
C 0.623 -1.263 -3.035
O 0.821 0.014 -2.949
O 0.110 -1.924 -2.140
H 0.239 -2.456 -4.773
H 1.474 -1.189 -5.022
```

HOMO-LUMO gap (alpha / beta): 7.097 / 7.099 eV
LUMO (alpha / beta): -0.0087 / -0.0086 hartree
HOMO level (alpha / beta): -7.333 / -7.333 eV

Mulliken analysis output, partial charges in e:
1 Pd -0.3426
2 Cl -0.2200
3 C 0.7860
4 C -0.6522
5 C 0.5659
6 Cl -0.2618
7 C 0.2604
8 C -0.7749
9 C -0.8188
10 C -0.4038
11 N -0.3370
12 C 0.8897
13 C -1.1245
14 O -0.3918
15 H 0.4704
16 H 0.4085
17 H 0.4072
18 H 0.5910
19 C -1.2660
20 As 1.2641
21 C -1.1245
22 C 0.3332
23 C -0.4555
24 C -0.8253
25 C -0.8390
26 C -0.4006
27 C 0.2039
28 As 1.0642
29 C -1.2348
30 C -1.1569
31 H 0.4129
32 H 0.3431
33 H 0.4383
34 H 0.4343
35 H 0.4217
36 H 0.2282
37 H 0.2307
38 H 0.3861
39 H 0.3863
40 H 0.2390
41 H 0.4037
42 H 0.4337
43 H 0.3452
44 H 0.4301
45 H 0.2604
46 H 0.4255
47 Cl -0.2023
48 C -0.4529
49 C 0.8374
50 O -0.6713
51 O -0.5250
52 H 0.2538
53 H 0.3265

Version B
# C21H22As2Cl3NO3Pd

A molecular structure, C21H22As2Cl3NO3Pd (wB97M-V/def2-TZVPD, the Open Molecules 2025 dataset).

XYZ file:
```
53
C21H22As2Cl3NO3Pd (wB97M-V/def2-TZVPD)
Pd 0.257 0.426 -0.553
Cl 0.373 5.398 -0.959
C 1.664 4.320 -0.553
C 2.922 4.854 -0.236
C 3.959 4.039 0.113
Cl 5.500 4.734 0.521
C 3.787 2.635 0.158
C 4.780 1.710 0.550
C 4.487 0.377 0.593
C 3.204 -0.058 0.226
N 2.273 0.772 -0.175
C 2.523 2.119 -0.189
C 1.415 2.958 -0.539
O 0.249 2.437 -0.811
H 3.058 5.926 -0.262
H 5.759 2.074 0.829
H 5.218 -0.350 0.915
H 2.932 -1.101 0.292
C -2.742 1.376 -2.253
As -2.070 0.462 -0.690
C -2.931 1.356 0.781
C -2.797 -1.320 -0.752
C -4.159 -1.573 -0.863
C -4.619 -2.881 -0.884
C -3.715 -3.934 -0.795
C -2.356 -3.679 -0.688
C -1.891 -2.368 -0.669
As 0.002 -1.950 -0.545
C 0.648 -2.704 -2.224
C 0.656 -3.270 0.697
H -3.826 1.473 -2.210
H -2.453 0.826 -3.146
H -2.278 2.362 -2.269
H -4.012 1.354 0.633
H -2.553 2.375 0.825
H -2.655 0.809 1.677
H -4.866 -0.753 -0.923
H -5.679 -3.082 -0.964
H -4.072 -4.956 -0.808
H -1.663 -4.509 -0.616
H 0.364 -3.753 -2.305
H 1.734 -2.624 -2.257
H 0.229 -2.146 -3.060
H 0.466 -4.255 0.270
H 0.129 -3.117 1.634
H 1.719 -3.126 0.863
Cl 0.268 2.025 2.911
C 0.078 0.384 3.619
C 0.212 -0.657 2.499
O 1.359 -1.061 2.256
O -0.856 -0.973 1.900
H -0.904 0.352 4.083
H 0.869 0.269 4.354
```

HOMO-LUMO gap: 7.524 eV
LUMO: -0.0035 hartree
HOMO level: -7.619 eV

Mulliken analysis output, partial charges in e:
1 Pd 0.0200
2 Cl -0.2252
3 C 0.5098
4 C -0.7010
5 C 0.6179
6 Cl -0.2707
7 C 0.2219
8 C -0.6460
9 C -1.0734
10 C 0.0989
11 N -0.1997
12 C -0.2220
13 C 0.4371
14 O -0.6897
15 H 0.4468
16 H 0.4151
17 H 0.4208
18 H 0.1745
19 C -1.1122
20 As 1.2905
21 C -1.1179
22 C 0.0547
23 C -0.6772
24 C -0.6740
25 C -0.7541
26 C -0.6458
27 C 0.2399
28 As 1.4388
29 C -1.2691
30 C -1.3730
31 H 0.4060
32 H 0.3243
33 H 0.4050
34 H 0.4596
35 H 0.3884
36 H 0.2298
37 H 0.3376
38 H 0.3939
39 H 0.3924
40 H 0.2974
41 H 0.4336
42 H 0.3906
43 H 0.3507
44 H 0.5586
45 H 0.3494
46 H 0.3815
47 Cl -0.1723
48 C -0.7075
49 C 0.6501
50 O -0.6023
51 O -0.7069
52 H 0.3238
53 H 0.3809

version B is preferred energetically. Next in line: 28.7 kcal/mol higher.

Version A
# C2HBr2NO

C2HBr2NO in the gas phase (wB97M-V/def2-TZVPD, the Open Molecules 2025 dataset).

XYZ file:
```
7
C2HBr2NO (wB97M-V/def2-TZVPD)
O -1.576 1.078 0.962
C -0.571 0.649 0.536
N 0.684 0.723 0.208
C 0.073 -0.530 -0.448
Br -0.484 -0.464 -2.195
Br 0.348 -2.347 0.334
H 1.526 0.890 0.602
```

HOMO-LUMO gap: 9.224 eV
SMILES string: O=C1NC1(Br)Br
LUMO: 0.0007 hartree
HOMO level: -9.205 eV

Mulliken analysis output, partial charges in e:
1 O -0.4401
2 C 0.3808
3 N -0.2050
4 C 0.1737
5 Br -0.0405
6 Br -0.0985
7 H 0.2295

Version B
# C2HBr2NO

A molecular structure, C2HBr2NO (wB97M-V/def2-TZVPD, the Open Molecules 2025 dataset).

XYZ file:
```
7
C2HBr2NO (wB97M-V/def2-TZVPD)
C -1.610 0.952 -0.002
C 1.482 -0.496 -0.596
N -1.016 -0.015 0.373
O -2.054 1.989 -0.236
Br 2.555 0.763 0.204
Br 1.738 -2.202 0.067
H -1.095 -0.990 0.189
```

HOMO-LUMO gap: 7.971 eV
LUMO: -0.0436 hartree
HOMO level: -9.157 eV

Mulliken analysis output, partial charges in e:
1 C 0.4943
2 C -0.0471
3 N -0.3911
4 O -0.3911
5 Br 0.0361
6 Br -0.0052
7 H 0.3040

version A is preferred energetically. Next in line: 13.4 kcal/mol higher.

Version A
# C5H8N3

2 unconnected molecules or ions with the total composition C5H8N3 (wB97M-V/def2-TZVPD, the Open Molecules 2025 dataset).

XYZ file:
```
16
C5H8N3 (wB97M-V/def2-TZVPD)
C 1.615 -0.377 1.308
C 0.273 -0.342 1.413
C 2.146 -0.366 -0.024
C -0.610 -0.294 0.365
C -0.697 0.593 -1.985
N 1.370 -0.036 -1.006
N 0.055 0.012 -0.859
N -1.859 -0.381 0.556
H 2.219 -0.471 2.213
H -0.190 -0.358 2.449
H 3.211 -0.199 -0.190
H -0.211 0.766 -2.994
H -1.579 -0.056 -2.263
H -1.067 1.663 -1.649
H -2.028 -0.236 2.602
H -2.648 0.080 0.065
```

HOMO-LUMO gap (alpha / beta): 8.245 / 6.555 eV
Total charge: +1
LUMO (alpha / beta): -0.2179 / -0.2710 hartree
HOMO level (alpha / beta): -14.174 / -13.931 eV

Mulliken analysis output, partial charges in e:
1 C -0.4210
2 C -0.4515
3 C -0.3433
4 C 1.5268
5 C -0.8821
6 N -0.8054
7 N 0.8145
8 N -0.6220
9 H 0.4010
10 H -0.1588
11 H 0.3950
12 H 0.2996
13 H 0.3256
14 H 0.3242
15 H 0.2966
16 H 0.3008

Version B
# C5H8N3

A gas-phase ion, C5H8N3 (charge +1) (wB97M-V/def2-TZVPD, the Open Molecules 2025 dataset).

XYZ file:
```
16
C5H8N3 (wB97M-V/def2-TZVPD)
C -0.461 2.248 0.270
N 0.653 1.887 -0.352
C 1.047 0.608 -0.792
C 0.716 -0.739 -0.660
C -0.277 -1.434 0.063
N 0.023 -2.725 0.399
C -1.393 -0.893 0.541
N -2.471 -0.468 0.455
H -0.504 3.330 0.571
H -1.279 1.558 0.444
H 1.290 2.556 -0.659
H 1.941 0.650 -1.394
H 1.375 -1.446 -1.171
H -0.622 -3.464 0.368
H 0.829 -2.976 -0.271
H -3.105 -0.095 1.240
```

HOMO-LUMO gap (alpha / beta): 6.541 / 6.013 eV
SMILES string: C=[NH+]/C=C\C(N)=C=N
Total charge: +1
LUMO (alpha / beta): -0.1874 / -0.2007 hartree
HOMO level (alpha / beta): -11.642 / -11.475 eV

Mulliken analysis output, partial charges in e:
1 C -0.1352
2 N -0.0458
3 C -0.5358
4 C -0.2885
5 C 0.8937
6 N -0.5501
7 C -0.0005
8 N -0.3691
9 H 0.2754
10 H 0.1155
11 H 0.2632
12 H 0.2813
13 H 0.2526
14 H 0.2682
15 H 0.2283
16 H 0.3468

version B is preferred energetically. Next in line: 51.1 kcal/mol higher.

Version A
# C5H14N2

A gas-phase ion, C5H14N2 (charge -1) (wB97M-V/def2-TZVPD, the Open Molecules 2025 dataset).

XYZ file:
```
21
C5H14N2 (wB97M-V/def2-TZVPD)
N 1.115 1.741 -2.622
C 0.747 0.357 -2.709
C -0.086 -0.087 -1.523
N 0.564 -0.087 -0.174
C -0.403 0.017 0.903
C -0.095 -0.939 2.067
C -0.868 -0.584 3.327
H 0.307 2.334 -2.751
H 1.762 2.023 -3.352
H 1.601 -0.307 -2.854
H 0.114 0.044 -3.568
H -0.631 -1.013 -1.811
H -0.957 0.518 -1.307
H 1.061 -0.972 -0.102
H -0.428 1.057 1.262
H -1.413 -0.160 0.522
H -0.092 -1.975 1.721
H 0.980 -0.737 2.122
H -0.574 0.393 3.710
H -1.882 -0.311 3.015
H -0.823 -1.312 4.126
```

HOMO-LUMO gap (alpha / beta): 2.167 / 8.695 eV
Total charge: -1
⟨S²⟩: 0.75
LUMO (alpha / beta): 0.1336 / 0.1317 hartree
Multiplicity: 2
HOMO level (alpha / beta): 1.468 / -5.112 eV

Mulliken analysis output, partial charges in e:
1 N -0.3417
2 C -1.0001
3 C -1.6759
4 N 0.4908
5 C -0.7310
6 C -0.7892
7 C -1.1947
8 H 0.4120
9 H 0.3166
10 H 0.5343
11 H 0.0588
12 H 0.9094
13 H -0.2602
14 H 0.2001
15 H -0.2655
16 H 0.5091
17 H 0.5191
18 H 0.1808
19 H 0.3840
20 H 0.3409
21 H 0.4024

Version B
# C5H14N2

2 unconnected molecules or ions with the total composition C5H14N2 (wB97M-V/def2-TZVPD, the Open Molecules 2025 dataset).

XYZ file:
```
21
C5H14N2 (wB97M-V/def2-TZVPD)
C 3.203 0.627 -0.170
C 1.790 0.519 -0.619
N 1.131 -0.767 -0.392
C 0.451 -0.972 0.893
C -0.991 -0.259 0.886
N -1.615 -0.368 -0.504
C -2.610 0.555 -0.195
H 3.526 1.680 -0.225
H 3.313 0.407 0.902
H 3.957 0.028 -0.722
H 1.277 1.411 -0.258
H 1.843 0.597 -1.705
H 1.061 -0.492 1.631
H 0.351 -2.051 1.129
H -7.163 1.489 0.261
H -0.668 0.737 1.294
H -1.616 -0.941 1.458
H 0.278 -0.758 -0.980
H -2.699 1.653 -0.153
H -7.449 1.679 -0.429
H -3.507 -0.045 0.114
```

HOMO-LUMO gap (alpha / beta): 5.113 / 5.654 eV
Total charge: -1
⟨S²⟩: 0.75
LUMO (alpha / beta): 0.1454 / 0.1453 hartree
Multiplicity: 2
HOMO level (alpha / beta): -1.156 / -1.700 eV

Mulliken analysis output, partial charges in e:
1 C -1.0740
2 C -0.3090
3 N -0.5374
4 C -0.6405
5 C -0.4678
6 N -0.7922
7 C -0.7569
8 H 0.3280
9 H 0.2804
10 H 0.2687
11 H 0.2296
12 H 0.3240
13 H 0.2278
14 H 0.3412
15 H -0.0082
16 H 0.1536
17 H 0.3433
18 H 0.4708
19 H 0.3186
20 H 0.0071
21 H 0.2930

Version C
# C5H14N2

2 unconnected molecules or ions with the total composition C5H14N2 (wB97M-V/def2-TZVPD, the Open Molecules 2025 dataset).

XYZ file:
```
21
C5H14N2 (wB97M-V/def2-TZVPD)
C 1.822 1.003 -1.205
C 0.678 0.581 -0.262
C 0.426 1.588 0.823
N 2.164 0.051 -2.305
H 2.749 1.130 -0.602
H 1.541 1.987 -1.622
H 0.899 -0.412 0.133
H -0.244 0.511 -0.875
H 0.202 2.556 0.364
H 1.338 1.699 1.436
H -0.429 1.344 1.504
H 2.836 0.532 -2.885
H 1.345 -0.018 -2.925
C -2.396 -1.293 1.903
C -1.234 -1.825 -0.031
N -1.134 -1.530 1.214
H -2.261 -1.705 2.919
H -3.294 -1.772 1.458
H -2.542 -0.227 2.058
H -0.321 -1.909 -0.659
H -2.142 -2.291 -0.441
```

HOMO-LUMO gap (alpha / beta): 2.713 / 7.507 eV
Total charge: -1
⟨S²⟩: 0.75
LUMO (alpha / beta): 0.1390 / 0.1371 hartree
Multiplicity: 2
HOMO level (alpha / beta): 1.070 / -3.775 eV

Mulliken analysis output, partial charges in e:
1 C -0.6947
2 C -0.4274
3 C -1.1962
4 N -0.6810
5 H 0.3453
6 H 0.2960
7 H 0.1989
8 H 0.4344
9 H 0.3307
10 H 0.3030
11 H 0.2238
12 H 0.2295
13 H 0.3045
14 C -1.0821
15 C -0.6729
16 N -0.3825
17 H 0.3214
18 H 0.2988
19 H 0.2042
20 H 0.2510
21 H 0.3955

version A is preferred energetically. Next in line: 4.6 kcal/mol higher.

Version A
# C2H7ClN3

2 unconnected molecules or ions with the total composition C2H7ClN3 (wB97M-V/def2-TZVPD, the Open Molecules 2025 dataset).

XYZ file:
```
13
C2H7ClN3 (wB97M-V/def2-TZVPD)
C 2.173 -0.458 0.017
C 0.073 0.966 0.029
N 3.324 -0.083 -0.438
N -3.618 -0.348 0.374
N 1.150 0.341 0.142
Cl -0.958 0.758 -1.312
H 1.968 -1.410 0.432
H -0.187 1.712 0.728
H 4.149 -0.619 -0.632
H 3.572 0.866 -0.444
H -4.409 0.164 0.811
H -3.965 -0.634 -0.582
H -3.272 -1.255 0.874
```

HOMO-LUMO gap: 8.355 eV
Total charge: +1
LUMO: -0.1596 hartree
HOMO level: -12.698 eV

Mulliken analysis output, partial charges in e:
1 C 0.2075
2 C 0.0145
3 N -0.3016
4 N -0.6938
5 N -0.1676
6 Cl 0.0017
7 H 0.3523
8 H 0.3738
9 H 0.2520
10 H 0.2436
11 H 0.2351
12 H 0.2425
13 H 0.2401

Version B
# C2H7ClN3

A molecular structure, C2H7ClN3 (wB97M-V/def2-TZVPD, the Open Molecules 2025 dataset).

XYZ file:
```
13
C2H7ClN3 (wB97M-V/def2-TZVPD)
C 0.295 0.112 0.248
C 0.155 -0.777 -0.951
N -0.463 1.106 -0.381
N -0.653 0.218 -1.442
N -0.290 -0.227 1.620
Cl 1.842 -1.007 -1.682
H 1.636 0.389 0.619
H -0.497 -1.757 -0.956
H -0.199 2.028 -0.464
H -0.643 0.414 -2.427
H -0.453 0.756 2.066
H 0.456 -0.571 2.278
H -1.185 -0.685 1.473
```

HOMO-LUMO gap: 8.850 eV
Total charge: +1
LUMO: -0.1492 hartree
HOMO level: -12.912 eV

Mulliken analysis output, partial charges in e:
1 C -0.2574
2 C 0.0294
3 N -0.2947
4 N -0.2070
5 N -0.3763
6 Cl -0.1783
7 H 0.3695
8 H 0.2796
9 H 0.2023
10 H 0.2826
11 H 0.3997
12 H 0.4101
13 H 0.3404

version A is preferred energetically. Next in line: 70.1 kcal/mol higher.